This record from OMol25 describes one molecule with the formula C5H8N2 at a distorted geometry. The level of theory is wB97M-V/def2-TZVPD.

The geometry in XYZ format:
```
15
Properties=species:S:1:pos:R:3:forces:R:3:mulliken_charge:R:1
C 1.21535 1.13117 -0.71590 0.0 0.0 0.0 -1.331
C 0.94184 -0.24181 -0.13019 0.1 0.0 -0.3 -0.064
C 0.77450 -0.48315 1.35313 0.0 -0.1 0.2 -0.442
N -0.31372 -0.53053 0.43532 0.0 -0.2 -0.3 -0.044
C -1.57431 -0.95888 -0.12149 0.2 0.1 0.2 -0.366
C -2.25764 0.33088 -0.36437 -0.3 1.1 0.0 0.311
N -2.51348 1.45606 -0.43947 -0.2 -1.0 -0.1 -0.439
H 0.88408 1.93034 -0.04268 0.0 -0.2 -0.1 0.322
H 0.67334 1.25316 -1.66154 0.1 0.0 0.1 0.290
H 2.28508 1.26120 -0.92003 -0.2 0.0 0.1 0.379
H 1.41145 -1.06708 -0.67692 0.1 0.1 0.0 0.339
H 1.21193 -1.38657 1.79022 -0.3 0.0 -0.2 0.269
H 0.85818 0.39512 2.00600 -0.3 -0.3 -0.1 0.231
H -1.45922 -1.49604 -1.08058 0.2 0.2 0.3 0.238
H -2.20948 -1.61357 0.49169 0.4 0.3 0.2 0.307
```
Forces are in eV/Å.

As for the charge: 0. The calculation puts the energy above the lowest of the compared OMol25 structures with the same formula, charge and spin at 2.716 eV. The structure (SMILES) is C[C@H]1CN1CC#N. Its frontier orbital gap is 9.6 eV.